Record 1
{
  "formula": "C5H4N2",
  "method": "the ωB97M-V functional and the def2-TZVPD basis",
  "spin_multiplicity": 1,
  "smiles": "C#Cc1cn[nH]c1",
  "homo_lumo_gap_ev": 9.8730,
  "elements": ["C", "C", "C", "C", "N", "N", "C", "H", "H", "H", "H"],
  "coordinates": [[2.6954, -0.6810, 0.1882], [1.6141, -0.1500, 0.2446], [0.2486, 0.2633, 0.1685], [-0.7371, -0.6302, 0.5267], [-1.8953, -0.1605, -0.0379], [-1.7066, 0.9972, -0.6913], [-0.4284, 1.2851, -0.5541], [3.6514, -1.1431, 0.0794], [-0.5758, -1.4328, 1.2457], [-2.8097, -0.5642, -0.2089], [-0.0566, 2.2162, -0.9609]],
  "atomic_forces_ev_per_a": [[-0.3423, 0.3553, 0.0000], [0.5793, 0.0892, -0.0168], [-0.1120, -0.2831, -0.1428], [-0.5290, 0.3037, -0.1162], [0.1592, -0.0538, 0.2218], [0.2993, 0.1157, 0.1158], [0.1094, -0.0244, -0.1457], [-0.1334, 0.1187, 0.1356], [-0.6359, -0.1132, -0.6856], [0.4764, -0.2524, 0.6689], [0.1290, -0.2556, -0.0350]]
}



Record 2
{
  "formula": "C5H4N2",
  "method": "the ωB97M-V functional and the def2-TZVPD basis",
  "spin_multiplicity": 1,
  "homo_lumo_gap_ev": 9.1096,
  "elements": ["C", "C", "C", "C", "N", "N", "C", "H", "H", "H", "H"],
  "coordinates": [[1.2846, -0.0760, 0.0454], [-0.7314, -0.0816, -0.0263], [-1.0019, -1.4830, -0.0407], [-1.2175, 1.1449, -0.0394], [1.6176, -1.3870, 0.0528], [1.6982, 1.0954, 0.0641], [0.3108, -1.4770, 0.0060], [2.7162, 1.1379, 0.1005], [-1.8307, -2.1670, -0.0725], [-0.5561, 1.9999, -0.0130], [-2.2898, 1.2936, -0.0770]],
  "atomic_forces_ev_per_a": [[-0.3407, -0.0030, -0.0121], [0.5177, 0.1254, 0.0188], [-0.0585, -0.2184, -0.0028], [0.1076, -0.1346, 0.0034], [0.0205, 0.0368, 0.0009], [-0.1250, -0.0818, -0.0048], [-0.1817, 0.3893, -0.0053], [-0.0722, -0.0655, -0.0028], [0.0619, 0.0337, 0.0023], [0.0263, -0.0500, 0.0008], [0.0443, -0.0318, 0.0015]]
}



Record 3
{
  "formula": "C5H4N2",
  "method": "the ωB97M-V functional and the def2-TZVPD basis",
  "spin_multiplicity": 1,
  "smiles": "C#C[C@H]1N[C@H]1C#N",
  "homo_lumo_gap_ev": 10.7537,
  "elements": ["C", "C", "C", "N", "C", "C", "N", "H", "H", "H", "H"],
  "coordinates": [[2.5512, 0.4919, 0.1284], [1.4188, 0.0951, 0.0155], [0.2273, -0.6593, -0.3084], [-0.7594, -1.1311, 0.6602], [-1.1912, -0.1860, -0.3699], [-1.6615, 1.1260, 0.0145], [-2.1672, 2.1263, 0.3243], [3.5656, 0.8201, 0.1997], [0.4701, -1.4111, -1.0555], [-0.6580, -0.6482, 1.5527], [-1.7959, -0.6237, -1.1615]],
  "atomic_forces_ev_per_a": [[-0.5593, -0.1308, -0.0397], [0.4723, 0.1355, 0.0475], [0.1499, -0.0123, -0.1554], [0.0221, -0.0470, 0.1881], [-0.0758, -0.0091, -0.1964], [-0.6240, 1.4447, 0.4584], [0.9118, -1.4714, -0.4618], [-0.2362, 0.0684, 0.0910], [-0.1520, -0.0036, 0.0721], [0.0721, -0.0250, -0.1796], [0.0191, 0.0505, 0.1758]]
}



Record 4
{
  "formula": "C5H4N2",
  "method": "the ωB97M-V functional and the def2-TZVPD basis",
  "spin_multiplicity": 1,
  "smiles": "C#Cc1ccn[nH]1",
  "homo_lumo_gap_ev": 9.5576,
  "elements": ["C", "C", "C", "C", "C", "N", "N", "H", "H", "H", "H"],
  "coordinates": [[2.3744, -0.0022, -0.2277], [1.5512, -0.6457, 0.3790], [0.1397, -0.5869, 0.6380], [-0.8172, -1.0145, -0.2642], [-1.6239, 0.1183, -0.4624], [-1.2719, 1.1324, 0.3237], [-0.2425, 0.6636, 1.0236], [2.7286, 0.7239, -0.9199], [-0.8269, -1.9558, -0.7935], [-2.3713, 0.2712, -1.2271], [0.3600, 1.2957, 1.5305]],
  "atomic_forces_ev_per_a": [[-0.2342, -0.4078, 0.3009], [0.3921, 0.4771, -0.3385], [-0.0755, 0.2050, -0.2627], [0.0028, 0.0359, -0.0540], [-0.2968, -0.0306, 0.0212], [-0.2586, -0.2527, 0.0700], [0.0655, 0.1096, 0.0268], [0.8163, -0.2232, 0.0336], [0.0671, 0.2138, -0.0314], [-0.2423, -0.1127, 0.3162], [-0.2363, -0.0143, -0.0821]]
}



Record 5
{
  "formula": "C5H4N2",
  "method": "the ωB97M-V functional and the def2-TZVPD basis",
  "spin_multiplicity": 1,
  "homo_lumo_gap_ev": [7.0166, 7.5674],
  "elements": ["C", "C", "C", "N", "C", "C", "N", "H", "H", "H", "H"],
  "coordinates": [[1.4115, 1.1117, 2.2040], [1.0997, 0.3334, 1.3340], [0.7344, -0.3800, 0.1743], [-0.4488, -0.9682, 0.0073], [-1.0827, -0.7982, -1.1859], [-1.0457, 0.4982, -1.7391], [-1.0749, 1.6058, -2.1019], [1.6527, 1.8361, 2.9500], [1.3253, -0.2808, -0.7267], [-0.9304, -1.3915, 0.8010], [-1.6860, -1.5820, -1.6177]],
  "atomic_forces_ev_per_a": [[-0.0950, -0.2393, -0.1230], [0.0277, 0.1690, 0.0990], [0.5561, 0.4905, 0.2628], [-0.3644, -0.2602, 0.1531], [-0.2268, 0.0052, -0.1470], [-0.0407, 0.8365, -0.4060], [0.1061, -1.0813, 0.1671], [0.0116, -0.1987, -0.0450], [-0.0446, 0.1687, 0.0837], [0.1669, 0.0180, -0.2379], [-0.0969, 0.0916, 0.1933]]
}



Record 6
{
  "formula": "C5H4N2",
  "method": "the ωB97M-V functional and the def2-TZVPD basis",
  "spin_multiplicity": 1,
  "smiles": "C=CC(C#N)C#N",
  "homo_lumo_gap_ev": 11.2136,
  "elements": ["C", "C", "C", "C", "C", "H", "H", "H", "H", "N", "N"],
  "coordinates": [[-1.4068, -1.2123, -0.0701], [-0.4561, -0.3219, -0.4757], [0.4806, 0.3429, 0.4924], [0.0535, 1.7888, 0.1350], [1.8394, -0.0872, 0.0919], [-1.9826, -1.7368, -0.7148], [-1.5586, -1.1177, 1.0054], [-0.0411, -0.2884, -1.4942], [0.5205, -0.0281, 1.6693], [-0.4141, 2.7578, -0.2964], [2.9654, -0.0970, -0.3428]],
  "atomic_forces_ev_per_a": [[3.3370, 4.2572, 1.6717], [-0.8722, -3.7813, 0.1095], [0.0064, 0.2184, 1.7218], [0.8959, -0.2184, 0.6581], [5.7985, 1.9001, -2.6325], [-1.7546, -1.6423, -1.6834], [-0.5256, -0.8187, -0.2270], [-0.7168, 0.2375, 0.2789], [-1.1690, 1.4684, -2.8834], [0.6355, -1.0962, 0.6589], [-5.6351, -0.5248, 2.3273]]
}



Record 7
{
  "formula": "C5H4N2",
  "method": "the ωB97M-V functional and the def2-TZVPD basis",
  "spin_multiplicity": 1,
  "smiles": "N#Cc1ccc[nH]1",
  "homo_lumo_gap_ev": 9.1246,
  "elements": ["C", "C", "C", "C", "C", "H", "H", "H", "H", "N", "N"],
  "coordinates": [[-2.2720, 0.1558, 0.1077], [-0.7905, 0.0641, 0.1401], [0.1352, 1.2194, -0.0717], [1.2983, 0.6199, -0.1771], [1.2584, -0.7985, -0.0691], [0.0127, 2.3420, 0.4496], [2.2505, 1.2385, -0.3216], [1.9753, -1.6387, 0.2167], [-0.4292, -1.9852, -0.0180], [-3.3588, -0.0868, -0.2229], [-0.0801, -1.1305, -0.0336]],
  "atomic_forces_ev_per_a": [[1.2394, -1.6524, -1.2323], [-0.7369, 2.3465, -1.0594], [-5.6932, 0.6192, 3.6837], [6.9562, -1.4718, -0.4464], [-0.3084, -0.3955, -0.1468], [-0.0729, -3.2164, -2.3048], [-1.2629, -1.3546, 0.5149], [-0.7241, 1.7192, -1.0889], [-2.0096, -4.5240, 0.2400], [0.6818, 0.6791, 0.8649], [1.9307, 7.2506, 0.9752]]
}



Record 8
{
  "formula": "C5H4N2",
  "method": "the ωB97M-V functional and the def2-TZVPD basis",
  "spin_multiplicity": 1,
  "homo_lumo_gap_ev": 8.5547,
  "elements": ["C", "C", "C", "C", "C", "N", "N", "H", "H", "H", "H"],
  "coordinates": [[-1.5152, -2.3680, 0.2476], [-0.7870, -1.4093, 0.1702], [0.0648, -0.2387, 0.0843], [-0.3547, 0.9305, -0.5539], [0.6695, 1.8827, -0.4140], [1.7795, 1.6639, 0.1832], [1.2716, -0.1843, 0.6177], [-2.1598, -3.2212, 0.3218], [-1.2993, 1.0635, -1.0530], [0.7799, 2.9440, -0.6947], [1.5507, -1.0632, 1.0909]],
  "atomic_forces_ev_per_a": [[0.4027, 0.4643, -0.0173], [-0.1152, -0.3505, 0.0722], [-0.1776, 0.5499, -0.2794], [-0.0865, 0.0691, -0.0302], [0.4998, 0.3544, 0.2026], [-0.4525, -3.5378, 1.0987], [-0.1980, 1.0923, -0.4697], [0.1955, 0.2620, -0.0345], [0.0871, 0.0743, 0.0537], [-0.7412, -0.2808, -0.3768], [0.5860, 1.3026, -0.2192]]
}



Record 9
{
  "formula": "C5H4N2",
  "method": "the ωB97M-V functional and the def2-TZVPD basis",
  "spin_multiplicity": 1,
  "smiles": "C#Cc1ccn[nH]1",
  "homo_lumo_gap_ev": 10.0680,
  "elements": ["C", "C", "C", "C", "C", "N", "N", "H", "H", "H", "H"],
  "coordinates": [[2.8254, -0.2511, 0.0039], [1.6305, -0.0965, -0.0069], [0.2111, 0.0271, -0.0184], [-0.7736, -0.8721, -0.3740], [-1.9831, -0.1909, -0.1127], [-1.7628, 1.0330, 0.3574], [-0.4351, 1.1431, 0.4033], [3.8830, -0.4008, 0.0044], [-0.5716, -1.8641, -0.7501], [-3.0106, -0.5198, -0.2272], [0.0092, 1.9860, 0.7309]],
  "atomic_forces_ev_per_a": [[-0.4620, 0.0725, -0.0233], [0.4960, -0.1187, -0.0414], [-0.1185, 0.0061, 0.0391], [0.0987, 0.0166, 0.0502], [-0.0291, 0.0678, 0.0269], [0.0924, -0.2145, -0.0975], [0.2886, 0.0606, 0.0454], [-0.1893, 0.0613, 0.0124], [-0.2834, 0.1034, 0.0451], [0.3001, -0.0260, -0.0524], [-0.1935, -0.0289, -0.0044]]
}



Record 10
{
  "formula": "C5H4N2O",
  "method": "the ωB97M-V functional and the def2-TZVPD basis",
  "spin_multiplicity": 1,
  "smiles": "C#Cc1c[nH]c(O)n1",
  "homo_lumo_gap_ev": 8.5792,
  "elements": ["C", "C", "C", "C", "C", "H", "H", "H", "H", "N", "N", "O"],
  "coordinates": [[-0.5794, 1.2997, 0.4976], [0.5260, -0.4182, -0.1027], [-0.5610, -0.4672, -0.9051], [1.4887, -1.4622, 0.0847], [2.2951, -2.2781, 0.4486], [-1.6893, 2.8730, 0.5328], [-0.8322, -1.2542, -1.6406], [-1.9513, 0.9681, -1.1941], [3.0116, -3.0266, 0.8919], [0.5443, 0.6749, 0.8039], [-1.2151, 0.7286, -0.5904], [-1.0374, 2.3621, 1.1735]],
  "atomic_forces_ev_per_a": [[1.3770, -0.8426, -0.7979], [0.9167, -0.7486, 1.2809], [0.8784, 0.5545, 0.0315], [0.3510, -0.0522, 0.3899], [1.0550, -1.1665, 0.7411], [1.9240, -1.4116, 2.1487], [-0.0357, 1.2009, 0.6219], [-1.2405, 1.1141, -0.0146], [-1.3213, 1.3755, -1.0362], [-1.9728, -0.2823, -1.3422], [0.2096, -1.4186, 0.3692], [-2.1414, 1.6774, -2.3924]]
}



Energy above the lowest of the compared OMol25 structures with the same formula, charge and spin? In order: 51.0; 133.5; 73.2; 82.4; 95.7; 65.9; 49.4; 104.9; 42.3; 44.7 kcal/mol.